The following is a DFT calculation (ωB97M-V/def2-TZVPD) of 2 unconnected molecules or ions with the total composition C8H7Br2NO at a distorted geometry.

```
19
Properties=species:S:1:pos:R:3
Br 0.40 -2.34 0.48
Br 3.98 -0.19 0.34
O -2.04 2.28 -0.33
N -0.55 -1.79 -2.26
C 1.26 0.58 -0.39
C 1.82 1.45 1.67
C 0.56 1.84 1.48
C -2.21 -1.44 -0.49
C 2.29 0.67 0.52
C 0.16 1.34 0.17
C -0.85 -1.84 -1.08
C -1.03 1.80 -0.13
H 1.02 -0.02 -1.28
H -2.76 -1.01 -1.25
H 2.34 1.51 2.65
H -2.52 -2.30 0.06
H 0.34 -2.24 -2.57
H -2.07 -0.64 0.20
H -0.15 2.36 2.21
```

## Properties
HOMO-LUMO gap (alpha / beta): 5.85 / 6.49 eV
multiplicity: 3
max |F|: 6.64 eV Å⁻¹
relative energy (zero: lowest compared OMol25 entry of this formula, charge and spin): 0.0 kJ/mol
LUMO energy (alpha / beta): 0.0200 / -0.0868 Ha

These are the Löwdin partial charges, in e, on atoms 1 to 5: atom 1 (Br): 0.60, atom 2 (Br): 0.72, atom 3 (O): 0.20, atom 4 (N): 0.10, atom 5 (C): -0.14

***

The following is a DFT calculation (ωB97M-V/def2-TZVPD) of 3 unconnected molecules or ions with the total composition C33H56FI2N3O4 at a distorted geometry.

```
99
Properties=species:S:1:pos:R:3
I 3.29 0.24 0.55
I -4.25 -0.60 -2.83
F -7.17 -3.35 1.57
O 2.64 -6.31 -0.59
O 0.97 -5.27 2.05
O 1.32 8.33 -2.96
O 5.03 -2.04 -0.01
N -0.91 -2.55 2.98
N -2.63 -1.78 0.98
N -1.74 -1.39 -1.61
C 3.87 -1.76 0.00
C 0.56 -0.37 -3.08
C 2.77 -2.75 -0.33
C -0.63 4.39 -2.93
C 1.76 8.64 -4.28
C -5.28 -1.90 1.75
C 0.19 3.39 -2.12
C 1.87 -2.98 2.43
C -0.67 -1.48 3.97
C -0.63 5.57 0.30
C 0.59 2.15 -2.93
C -0.40 -2.36 1.68
C 0.51 -1.94 -0.98
C -2.05 1.80 4.05
C 0.95 -1.71 -2.41
C 0.91 -2.57 1.34
C 0.48 0.84 -2.16
C -2.35 0.40 3.48
C -4.91 -1.27 0.41
C 2.64 9.88 -4.32
C -0.71 5.78 -2.29
C -2.97 -1.24 -1.29
C -1.49 5.80 -0.97
C -0.85 -1.75 -0.64
C 3.09 -5.05 3.21
C 1.72 -4.44 2.92
C 1.35 -2.39 0.00
C -1.95 -0.77 4.40
C 4.88 -7.19 -1.11
C -6.79 -2.05 1.90
C -1.31 -1.96 0.67
C -3.47 -1.44 0.05
C 3.66 -7.24 -0.21
H -7.33 -1.38 1.23
H 2.90 -2.99 -1.39
H -1.80 -0.39 5.41
H 1.10 3.91 -1.79
H -4.83 -2.89 1.82
H 0.89 8.77 -4.94
H 2.09 10.76 -3.97
H -2.95 2.41 4.10
H 2.98 10.08 -5.33
H 2.89 -2.83 2.11
H -2.25 5.01 -1.02
H 3.83 -4.32 3.54
H 1.44 -5.37 1.21
H 3.25 -8.25 -0.17
H 1.59 2.28 -3.33
H 3.93 -6.95 0.81
H 4.61 -7.46 -2.13
H -0.75 6.37 1.02
H -5.52 -1.73 -0.37
H 3.46 -5.58 2.33
H -5.13 -0.20 0.44
H -2.01 6.75 -0.86
H 5.29 -6.18 -1.13
H 1.24 0.79 -1.38
H 1.33 -0.17 -3.83
H -0.18 -1.92 4.84
H -7.12 -1.85 2.92
H 2.02 -1.81 -2.49
H -0.38 -0.47 -3.62
H -3.40 0.31 3.21
H -1.19 6.46 -2.99
H 0.81 9.08 -2.63
H 3.01 -5.79 4.01
H -0.66 -3.46 3.34
H 1.15 -4.44 3.85
H 3.50 9.75 -3.67
H -1.31 2.32 3.44
H -0.90 4.63 0.78
H 2.31 7.77 -4.61
H -1.64 1.73 5.05
H 0.51 -2.51 -3.01
H 2.36 -6.53 -1.49
H -0.08 2.07 -3.80
H -1.79 0.28 2.55
H 1.74 -2.32 3.29
H -0.50 0.85 -1.68
H 0.30 6.15 -2.14
H 5.65 -7.87 -0.76
H 3.07 -3.66 0.20
H -4.92 -1.28 2.57
H -0.37 3.09 -1.23
H -1.65 4.01 -3.05
H 0.42 5.47 0.03
H -0.17 4.50 -3.91
H 0.04 -0.76 3.55
H -2.74 -1.52 4.42
```

## Properties
HOMO-LUMO gap: 8.35 eV
multiplicity: 1
SMILES: CCCCCCCCCc1c(CC(=O)I)c(C[C@H](C)O)c(NCCCC)c2nc(CCCF)c(I)nc12.CCO.CCO
max |F|: 1.06 eV Å⁻¹
LUMO energy: -0.0065 Ha

These are the Löwdin partial charges, in e, on atoms 1 to 5: atom 1 (I): 0.92, atom 2 (I): 0.88, atom 3 (F): -0.06, atom 4 (O): -0.09, atom 5 (O): -0.02

***

The following is a DFT calculation (ωB97M-V/def2-TZVPD) of C23H29ClN2O4 in the gas phase at a distorted geometry.

```
59
Properties=species:S:1:pos:R:3
Cl 4.42 -3.94 -0.33
O 1.85 1.05 1.04
O 1.96 -3.87 0.64
O 0.08 -3.07 -1.12
O 1.51 2.89 1.05
N -3.89 0.75 0.14
N -1.34 -2.22 0.77
C -5.74 -0.44 0.21
C -1.72 0.01 0.68
C 2.32 2.19 0.75
C 5.60 3.02 -0.75
C -1.77 1.58 -1.27
C -3.66 -1.50 0.45
C -2.44 1.18 0.02
C 3.52 2.42 -0.12
C -2.16 2.24 1.10
C 4.13 3.48 -0.18
C 1.96 -1.61 1.07
C 4.19 1.20 -0.03
C 3.85 -0.05 0.00
C 4.35 -1.31 -0.17
C -1.98 -1.39 0.10
C 2.47 -0.27 0.80
C 3.73 -2.57 -0.11
C -4.29 -0.61 -0.59
C -0.34 -2.93 0.06
C -4.23 -0.54 -1.89
C 5.50 1.47 -0.88
C 0.62 -3.83 1.14
C 2.45 -2.66 0.74
H -1.44 0.73 -1.95
H -6.42 0.14 -0.58
H 5.33 -1.22 -0.73
H -5.95 -0.36 1.13
H 5.48 1.32 -2.12
H -4.69 -1.32 -2.32
H -6.15 -1.43 -0.20
H -1.86 -0.18 1.87
H -4.66 0.31 -2.45
H 4.21 4.23 0.57
H -1.39 -2.64 1.89
H 3.71 4.05 -1.21
H 0.42 -3.61 2.17
H -0.44 0.11 0.69
H -1.80 -1.30 -1.00
H -3.89 -2.56 -0.23
H -2.72 3.30 0.55
H -2.32 2.17 -1.63
H -4.45 1.48 -0.15
H -1.37 2.67 1.30
H 6.08 3.62 -1.46
H 0.21 -4.84 1.05
H -3.11 -0.66 -2.35
H -2.76 2.28 1.90
H -3.85 -1.77 1.30
H -0.76 1.93 -0.95
H 6.26 3.10 0.21
H 6.43 1.19 -0.45
H 0.99 -1.41 1.82
```

## Properties
HOMO-LUMO gap: 7.07 eV
multiplicity: 1
SMILES: CC1(C)CC(NC(=O)COc2cc3oc(=O)c4c(c3cc2Cl)CCC4)CC(C)(C)N1
max |F|: 19.26 eV Å⁻¹
relative energy (zero: lowest compared OMol25 entry of this formula, charge and spin): 2405.5 kJ/mol
LUMO energy: -0.0160 Ha

These are the Löwdin partial charges, in e, on atoms 1 to 5: atom 1 (Cl): 0.91, atom 2 (O): 0.10, atom 3 (O): -0.04, atom 4 (O): 0.06, atom 5 (O): 0.20

***

The following is a DFT calculation (ωB97M-V/def2-TZVPD) of 14 unconnected molecules or ions with the total composition C53H64F13N2O41P at a distorted geometry.

```
174
Properties=species:S:1:pos:R:3
P 2.44 3.46 -2.39
F -3.63 -13.03 0.84
F 3.07 4.98 7.06
F -1.78 -1.55 6.22
F -3.07 9.66 -6.10
F -6.77 -6.39 7.76
F -1.35 -8.58 1.66
F -3.19 -2.29 -1.32
F 1.98 1.26 6.19
F 8.86 -2.60 -0.98
F -6.13 2.56 6.28
F 4.43 -4.34 1.06
F -1.41 -14.72 -3.32
F -4.97 9.47 -0.21
O -6.42 6.76 4.90
O -2.98 -10.88 -1.79
O 4.68 -1.76 -2.16
O -1.71 -4.49 4.46
O -5.17 5.83 6.55
O 0.30 5.59 -1.58
O -0.07 -5.40 1.56
O -2.19 2.14 4.96
O 4.04 4.27 2.80
O -0.40 -12.09 1.51
O -5.48 -3.22 7.63
O -1.95 -1.46 0.35
O -0.74 7.94 -9.44
O -0.19 -5.65 5.66
O 6.24 -3.09 -3.12
O -0.56 -11.67 3.73
O -2.41 -12.21 2.54
O -5.80 -5.00 6.28
O -0.19 1.82 5.98
O 2.05 4.33 3.86
O -5.06 -3.04 5.41
O 3.93 4.83 4.99
O 3.63 2.35 -5.52
O 6.69 -2.06 -1.17
O -3.27 9.02 -1.61
O 2.87 -0.47 2.55
O -6.42 4.51 5.21
O -3.36 -11.94 -3.75
O -0.74 7.42 -7.24
O -0.38 -7.17 0.20
O -3.01 6.83 -1.17
O -0.08 -0.91 1.52
O 0.05 -1.36 -0.71
O 2.46 -1.57 0.61
O -0.63 0.80 4.02
O -1.53 7.89 -2.51
O -0.64 -3.49 6.17
O 3.74 -2.53 2.20
O -2.10 -12.93 -2.16
O -2.20 8.95 -8.04
O 0.36 -5.20 -0.66
N 2.12 1.68 -2.32
N 3.17 3.64 -7.48
C -5.79 -5.47 7.61
C 5.16 7.18 -7.96
C 3.56 1.61 -0.13
C -1.08 -11.97 2.69
C 4.86 5.65 -7.74
C 7.65 -3.08 -1.34
C -0.67 -6.43 2.34
C -2.51 7.91 -1.82
C 3.40 4.46 3.79
C 0.00 -5.86 0.28
C -1.18 8.09 -8.35
C -0.61 -1.22 0.48
C -2.20 -1.41 -1.04
C -0.37 -7.65 1.53
C -2.85 -13.14 -4.30
C -6.08 -4.24 8.41
C 2.84 5.28 5.76
C 0.73 0.53 4.34
C 2.00 4.26 -5.20
C 1.46 6.25 -2.15
C -4.09 7.30 -0.37
C -1.23 -2.47 5.39
C 2.77 5.33 -2.28
C 4.02 8.24 -8.09
C -5.42 -3.69 6.35
C 1.05 7.02 -3.52
C -2.48 -13.93 -3.09
C 3.01 -1.43 1.85
C -2.83 -11.83 -2.50
C 1.69 4.49 5.22
C -1.34 -12.58 0.56
C 7.60 -3.35 -2.81
C 2.98 -2.77 0.07
C 2.27 6.16 -7.85
C -5.09 4.51 7.06
C -5.49 3.69 5.88
C -1.10 1.63 4.98
C -0.79 -4.64 5.45
C 2.99 3.31 -6.02
C -2.65 8.55 -6.76
C -6.04 5.79 5.50
C 2.56 7.68 -8.05
C -4.49 8.55 -1.08
C -2.65 -12.15 1.15
C -0.91 -1.85 -1.64
C 3.36 -3.54 1.29
C -1.43 7.97 -6.13
C 3.16 0.94 -1.55
C 3.40 5.09 -7.67
C 5.77 -2.26 -2.15
C 0.77 0.79 5.81
C 1.32 3.60 -3.91
C -2.29 -3.20 4.63
H 1.22 1.53 -1.83
H 0.34 6.31 -4.10
H -7.15 -4.05 8.51
H 3.48 5.71 -3.12
H -0.80 8.73 -5.65
H -0.47 -2.00 4.76
H -3.60 -13.65 -4.91
H -2.51 -2.73 3.67
H 2.54 -4.13 1.72
H 4.10 0.68 -2.18
H -4.07 4.28 7.40
H 1.04 2.52 -4.21
H -3.48 7.85 -6.87
H -4.82 -5.93 7.83
H -0.23 -6.47 3.33
H -0.82 -2.94 -1.71
H -5.64 -4.28 9.41
H 1.13 4.51 -5.93
H 1.37 1.20 3.78
H 1.16 5.86 -7.84
H 2.70 -0.08 -1.28
H 0.49 -0.07 6.43
H -0.47 6.21 -1.64
H 2.28 3.43 -7.98
H 5.79 4.98 -7.63
H 4.29 2.49 -0.28
H 2.54 5.25 -5.02
H 0.60 -8.11 1.74
H -1.67 7.21 -5.39
H 1.80 3.55 -1.09
H 7.39 -3.94 -0.72
H 2.74 6.37 5.65
H -4.67 3.43 5.21
H -1.74 -6.24 2.43
H 6.23 7.58 -8.03
H -3.23 -3.29 5.19
H -4.90 6.56 -0.33
H -2.51 -0.40 -1.32
H -5.77 4.40 7.91
H 3.86 3.15 -2.46
H 4.24 9.36 -8.22
H 0.33 4.13 -3.73
H -1.25 -13.67 0.48
H -0.74 -1.42 -2.63
H 2.22 -3.29 -0.53
H 1.73 7.10 -1.41
H 0.44 7.94 -3.25
H 7.88 -4.37 -3.06
H 4.05 0.89 0.61
H 2.61 2.01 0.37
H 1.59 3.51 5.70
H 1.73 8.47 -8.17
H -1.98 -12.91 -4.93
H 0.74 5.02 5.32
H -1.16 -12.14 -0.42
H -3.74 7.48 0.65
H 8.24 -2.66 -3.39
H -5.21 8.40 -1.89
H -2.95 -11.14 0.87
H -3.29 -14.53 -2.67
H 3.84 -2.55 -0.57
H 3.37 5.50 -1.30
H 0.99 -0.50 4.10
H 1.94 7.23 -4.21
```

## Properties
HOMO-LUMO gap: 7.36 eV
multiplicity: 1
max |F|: 5.22 eV Å⁻¹
LUMO energy: 0.0037 Ha

These are the Löwdin partial charges, in e, on atoms 1 to 5: atom 1 (P): 0.80, atom 2 (F): 0.07, atom 3 (F): 0.08, atom 4 (F): 0.09, atom 5 (F): 0.08

***

The lowest max |F| belongs to which entry? C33H56FI2N3O4

***

What is the max |F| in the third record? 19.26 eV Å⁻¹

***

multiplicity of number 2 (C33H56FI2N3O4)? 1